Entry 1:
ORCA calculation (ωB97M-V/def2-TZVPD) on a structure of composition C9H9N2 in a non-equilibrium geometry.

Positions of all 20 atoms, in Å:
1 C 1.07229 -0.75059 -1.17312
2 C 0.55864 1.42128 -0.55293
3 C 0.26363 -1.34358 -0.25147
4 C -0.27138 0.92190 0.42801
5 C 1.34990 0.57950 -1.32706
6 C -0.47138 -0.47882 0.57231
7 C -2.66255 -1.19613 2.88003
8 C -2.37736 -0.04806 2.25368
9 C 2.29197 0.98126 -2.38580
10 N -1.67263 -1.97187 2.10633
11 N -1.26469 -0.84465 1.54989
12 H 1.61305 -1.58687 -1.82214
13 H 0.63928 2.58088 -0.61067
14 H 0.08774 -2.43432 -0.27174
15 H -0.84762 1.57806 0.98887
16 H -3.49453 -1.46662 3.40940
17 H -2.68270 0.95586 2.25957
18 H 2.20869 0.64557 -3.46382
19 H 2.47674 2.05581 -2.28030
20 H 3.18291 0.40139 -2.30903

The HOMO energy (spin up / spin down) comes out at -14.06 / -13.11 eV. The calculation puts the LUMO energy (spin up / spin down) at -6.723 / -5.909 eV. The net charge is +1. The orbital gap (spin up / spin down) is 7.3 / 7.2 eV. Its energy above the lowest of the compared OMol25 structures with the same formula, charge and spin is 654.6 kJ/mol.

Entry 2:
ORCA calculation (ωB97M-V/def2-TZVPD) on a cluster of 2 separate species, CH6N2OS in total in a non-equilibrium geometry.

Positions of all 11 atoms, in Å:
1 N -0.59330 -0.36348 2.31129
2 C -0.61558 0.16808 0.98426
3 N -1.19205 1.44852 0.78052
4 O -0.17118 -0.47763 0.05987
5 H -1.21890 -1.14551 2.37085
6 H 0.34214 -0.70555 2.48148
7 H -0.52571 2.02870 0.28195
8 H -1.96880 1.33187 0.14868
9 S 1.68290 -0.59923 -3.67616
10 H 2.94259 -0.49915 -3.21052
11 H 1.31788 -1.18662 -2.53222

The HOMO energy comes out at -9.56 eV. The calculation puts the LUMO energy at 0.675 eV. The orbital gap is 10.2 eV. Its energy above the lowest of the compared OMol25 structures with the same formula, charge and spin is 70.0 kJ/mol.

Entry 3:
ORCA calculation (ωB97M-V/def2-TZVPD) on an isolated molecule of C6H12B2O6 in a non-equilibrium geometry.

Positions of all 26 atoms, in Å:
1 C 1.58353 0.03783 2.86860
2 C 0.61842 -0.85699 2.11050
3 O -0.07925 0.02669 1.31926
4 B 0.32962 1.31701 1.66040
5 O -0.13018 2.43012 0.95048
6 C -0.76823 2.30178 -0.27894
7 C 0.27875 2.04373 -1.34260
8 O 0.89154 0.81820 -1.10599
9 B 0.18474 -0.35356 -1.37979
10 O 0.61429 -1.63923 -0.99382
11 C -0.50656 -2.47248 -1.36259
12 C -1.50625 -1.56787 -2.10083
13 O -0.99388 -0.26577 -2.13831
14 O 1.32792 1.36384 2.60085
15 H 1.51149 -0.07111 3.95588
16 H 2.62212 -0.15120 2.56041
17 H 1.16035 -1.61014 1.49143
18 H -0.06409 -1.40147 2.77164
19 H -1.45185 1.45461 -0.30095
20 H -1.37016 3.20736 -0.50332
21 H -0.14306 2.08623 -2.35266
22 H 1.06847 2.77949 -1.27816
23 H -0.88615 -2.86616 -0.43515
24 H -0.12073 -3.25264 -2.01633
25 H -1.71115 -1.89280 -3.13751
26 H -2.45969 -1.46545 -1.56251

The HOMO energy comes out at -9.99 eV. The calculation puts the LUMO energy at 0.684 eV. The orbital gap is 10.7 eV.

Entry 4:
ORCA calculation (ωB97M-V/def2-TZVPD) on a cluster of 15 separate species, C45H124N4O19 in total in a non-equilibrium geometry.

Positions of all 192 atoms, in Å:
1 C 3.38456 -5.04791 4.39381
2 O 3.73501 -5.42639 3.04494
3 H 2.57783 -4.31540 4.36747
4 H 3.04386 -5.90002 4.98197
5 H 4.28237 -4.64193 4.85987
6 H 3.67844 -6.37625 2.91784
7 C -9.24258 1.49651 5.76498
8 O -9.34602 1.55940 4.35204
9 H -8.95980 2.47763 6.14648
10 H -10.11522 1.01772 6.20924
11 H -8.43533 0.83028 6.06926
12 H -10.07024 2.11744 4.05929
13 C 8.65010 -4.06994 3.47722
14 O 8.09817 -3.83634 2.22849
15 H 9.73961 -4.10236 3.48238
16 H 8.39444 -3.26222 4.16303
17 H 8.12563 -4.90588 3.94006
18 H 7.17948 -4.10794 2.16644
19 C 3.82403 1.07890 -6.04111
20 O 3.32381 1.66023 -4.86062
21 H 3.37326 0.08774 -6.09136
22 H 3.53553 1.65301 -6.92160
23 H 4.89515 0.88673 -6.10317
24 H 3.54153 1.06811 -4.13702
25 C -2.84537 3.97557 7.06211
26 O -4.18332 4.03868 7.49494
27 H -2.24254 4.53201 7.77979
28 H -2.42481 2.97012 7.04477
29 H -2.79692 4.42889 6.07204
30 H -4.53658 4.81993 7.06315
31 C 3.14998 -6.57713 -4.12839
32 O 3.76113 -6.46932 -5.41776
33 H 2.30725 -5.88698 -4.16845
34 H 2.80647 -7.60005 -3.97438
35 H 3.82983 -6.39470 -3.29614
36 H 3.09892 -6.45430 -6.11266
37 C -13.65112 -5.15859 -8.26511
38 O -12.49334 -4.91000 -7.38236
39 C -12.90820 -4.42464 -6.13646
40 C -11.72805 -4.24722 -5.15287
41 N -11.07485 -2.95857 -5.36374
42 C -9.82678 -2.74489 -4.65102
43 C -9.35036 -1.36160 -4.83473
44 O -8.03940 -1.16566 -4.35187
45 C -7.97764 -0.98081 -2.92985
46 H -14.44615 -4.41841 -8.35550
47 H -14.07002 -6.13059 -8.00466
48 H -13.30427 -5.15916 -9.29845
49 H -13.55283 -5.17964 -5.68642
50 H -13.40178 -3.46104 -6.26282
51 H -11.05856 -5.08292 -5.35651
52 H -12.08869 -4.34778 -4.12919
53 H -11.00079 -2.70794 -6.33934
54 H -9.08648 -3.50281 -4.90720
55 H -10.03949 -2.75291 -3.58200
56 H -10.03021 -0.58446 -4.48553
57 H -9.25410 -1.14184 -5.89800
58 H -8.32858 -1.91304 -2.48728
59 H -8.56207 -0.17184 -2.49153
60 H -6.91656 -0.98560 -2.68049
61 C 1.65743 1.63161 6.95613
62 O 2.33337 2.39529 5.92509
63 C 2.93263 3.60108 6.33183
64 C 3.67485 4.29229 5.22799
65 N 2.79184 4.76854 4.12477
66 C 3.56725 5.57977 3.18624
67 C 2.63447 6.19490 2.06714
68 O 3.47560 6.86625 1.11967
69 C 2.71191 7.51654 0.09099
70 H 1.13805 2.24776 7.69009
71 H 2.42182 1.08792 7.51128
72 H 0.97860 0.91758 6.48978
73 H 3.62013 3.47848 7.16874
74 H 2.19534 4.25858 6.79248
75 H 4.51909 3.77602 4.77103
76 H 4.07836 5.16644 5.73902
77 H 2.43397 3.96498 3.62844
78 H 4.28974 4.98033 2.63236
79 H 4.14259 6.34922 3.70105
80 H 1.97050 6.89848 2.56934
81 H 2.04094 5.49339 1.48089
82 H 2.27472 8.41842 0.51943
83 H 1.89315 6.91243 -0.29987
84 H 3.37063 7.86984 -0.70235
85 C -3.27812 0.52895 2.78821
86 O -1.97636 0.20990 2.35567
87 C -1.35813 1.16492 1.53418
88 C 0.08390 0.76034 1.11664
89 N 1.10638 0.94481 2.16670
90 C 2.25793 0.14448 1.96141
91 C 3.34777 0.55781 0.87118
92 O 3.00042 0.20424 -0.45242
93 C 3.01575 -1.20411 -0.76050
94 H -3.34764 1.32842 3.52585
95 H -3.73150 -0.34926 3.24789
96 H -3.90659 0.85553 1.95968
97 H -1.36916 2.19497 1.89050
98 H -1.94560 1.13416 0.61657
99 H 0.30282 1.34083 0.22043
100 H 0.01012 -0.27164 0.77360
101 H 0.79024 0.71680 3.09845
102 H 2.03451 -0.90832 1.78885
103 H 2.90644 0.22780 2.83353
104 H 4.31087 0.11497 1.12498
105 H 3.40546 1.64614 0.88916
106 H 2.70054 -1.33922 -1.79515
107 H 2.37734 -1.91950 -0.24212
108 H 4.05732 -1.48015 -0.59611
109 C 13.92632 6.76404 -2.85889
110 O 13.36079 5.59285 -3.46870
111 C 12.40269 5.74257 -4.51668
112 C 11.71741 4.33962 -4.62884
113 N 11.07399 3.99307 -3.33550
114 C 10.51487 2.58581 -3.27821
115 C 10.04059 2.30364 -1.82018
116 O 11.20400 2.56685 -0.95669
117 C 10.88191 2.24398 0.36165
118 H 14.50225 7.40732 -3.52417
119 H 14.58828 6.46737 -2.04531
120 H 13.13837 7.41518 -2.48040
121 H 12.93676 6.00731 -5.42926
122 H 11.68759 6.47760 -4.14726
123 H 12.49622 3.59188 -4.77864
124 H 11.05040 4.28652 -5.48930
125 H 11.83794 4.03259 -2.67602
126 H 11.31000 1.88473 -3.53191
127 H 9.71593 2.49047 -4.01353
128 H 9.71352 1.26476 -1.77691
129 H 9.15704 2.90989 -1.62047
130 H 10.78716 1.16228 0.45679
131 H 9.98516 2.74324 0.72862
132 H 11.67382 2.61802 1.01053
133 C -2.05062 -5.47238 6.95144
134 C -3.09208 -4.89100 5.99738
135 C -2.50163 -4.48945 4.60381
136 O -4.05528 -5.87389 5.72741
137 H -2.55775 -5.65861 7.89814
138 H -1.36887 -4.65076 7.17107
139 H -1.51408 -6.38627 6.69643
140 H -3.49803 -3.97988 6.43688
141 H -1.82118 -5.24798 4.21692
142 H -1.83481 -3.63066 4.68081
143 H -3.36205 -4.22332 3.98982
144 H -4.53593 -6.05112 6.53930
145 C -8.33802 -4.58109 2.44892
146 C -9.54267 -5.21951 1.79862
147 C -10.77142 -4.26655 1.68065
148 O -9.22997 -5.52676 0.45993
149 H -8.15038 -3.64220 1.92797
150 H -7.42330 -5.17386 2.44969
151 H -8.50839 -4.33148 3.49621
152 H -9.68493 -6.20448 2.24325
153 H -11.10543 -4.08467 2.70214
154 H -11.63036 -4.67778 1.15036
155 H -10.59491 -3.33516 1.14262
156 H -9.93556 -6.10881 0.16846
157 C -6.76415 7.34526 2.97115
158 C -5.54787 6.79708 3.61392
159 C -4.23237 7.25679 2.89673
160 O -5.49633 7.22968 4.92984
161 H -7.65187 7.02155 3.51453
162 H -6.89693 6.82460 2.02279
163 H -6.80423 8.43045 2.87706
164 H -5.58117 5.70784 3.59045
165 H -3.36905 6.82046 3.39913
166 H -4.01226 8.32154 2.97384
167 H -4.17134 6.94813 1.85313
168 H -5.68142 8.17106 4.96356
169 C 8.60959 -3.45874 -4.89375
170 C 9.13618 -4.83332 -5.18810
171 C 9.07313 -5.67737 -3.88331
172 O 8.29738 -5.48514 -6.08738
173 H 8.67946 -2.96909 -5.86505
174 H 9.34631 -2.95078 -4.27139
175 H 7.58434 -3.39791 -4.52872
176 H 10.18147 -4.75732 -5.48760
177 H 9.67589 -5.20901 -3.10520
178 H 9.48473 -6.68285 -3.97092
179 H 8.03584 -5.67160 -3.54851
180 H 7.39709 -5.29676 -5.81244
181 C -1.65769 0.06959 -4.47162
182 C -2.26917 0.43363 -5.76992
183 C -2.71505 -0.80129 -6.56126
184 O -3.40638 1.23417 -5.47776
185 H -0.76623 -0.52302 -4.67705
186 H -2.29529 -0.63014 -3.93131
187 H -1.41309 0.90459 -3.81507
188 H -1.56460 1.03428 -6.34516
189 H -3.49052 -1.25036 -5.94072
190 H -1.94242 -1.51694 -6.84226
191 H -3.22728 -0.49637 -7.47381
192 H -4.02906 0.77247 -4.91147

The HOMO energy comes out at -8.49 eV. The calculation puts the LUMO energy at 0.126 eV. The orbital gap is 8.6 eV. Its energy above the lowest of the compared OMol25 structures with the same formula, charge and spin is 0.0 kJ/mol.